No. 1
Computed, not measured: C5H8O2 in the gas phase in a non-equilibrium geometry, with ωB97M-V/def2-TZVPD.

- total energy (eV) = -9404.9891

The geometry in XYZ format:
```
15
C5H8O2 ωB97M-V/def2-TZVPD
C -0.984 -0.457 -0.303
C -1.476 0.969 -0.182
C 0.300 -0.815 0.682
C 1.293 -0.007 0.042
C 1.987 0.849 -0.623
O 0.490 -2.213 0.544
O 0.289 -0.283 1.874
H 0.803 -2.501 1.412
H -0.797 -0.775 -1.330
H -1.680 -1.164 0.154
H 2.760 1.429 -0.129
H 1.843 0.983 -1.691
H -0.839 1.674 -0.720
H -1.508 1.259 0.868
H -2.482 1.053 -0.598
```

Mulliken population analysis, charges in e, atoms 1 to 2: C -0.77; C -1.01

---

No. 2
Computed, not measured: C6H15N2 in the gas phase in a non-equilibrium geometry, with ωB97M-V/def2-TZVPD.

- total energy (eV) = -9440.6367
- spin multiplicity = 2

The geometry in XYZ format:
```
23
C6H15N2 ωB97M-V/def2-TZVPD
C 1.202 1.370 -0.008
N 0.880 0.254 -0.935
C -0.534 -0.035 -1.094
C -1.157 -0.685 0.189
C -2.560 -1.136 -0.164
C -3.473 -0.217 -0.469
C 2.353 0.887 0.986
N 2.335 -0.613 1.169
H 1.603 2.288 -0.487
H 0.380 1.732 0.628
H 1.439 0.517 -1.742
H -1.100 0.837 -1.480
H -0.665 -0.775 -1.896
H -0.454 -1.395 0.629
H -1.177 0.090 0.969
H -2.714 -2.185 0.090
H -4.508 -0.454 -0.678
H -3.271 0.837 -0.474
H 2.542 1.381 1.939
H 3.284 1.069 0.405
H 3.325 -0.974 1.169
H 1.707 -0.876 0.309
H 1.848 -0.838 2.055
```

Mulliken population analysis, charges in e, atoms 1 to 2: C -0.41; N -0.42

---

No. 3
Computed, not measured: a 2-piece molecular cluster, C24H44BrN4O5S overall in a non-equilibrium geometry, with ωB97M-V/def2-TZVPD.

- charge = -1
- total energy (eV) = -122657.8103

The geometry in XYZ format:
```
79
C24H44BrN4O5S ωB97M-V/def2-TZVPD
C -6.201 -2.612 1.115
C -5.355 -3.701 0.225
C -3.803 -3.179 0.167
C -3.610 -1.755 -0.689
C -1.955 -1.511 -0.693
C -1.564 -0.992 0.797
N -0.762 0.242 0.929
C -1.071 1.375 0.026
C -2.548 2.057 0.413
C -3.348 2.360 -1.005
C -2.640 3.662 -1.716
C 0.665 0.083 1.343
N 0.988 0.580 2.770
Br -0.447 0.217 3.942
C 1.163 2.089 2.731
C 2.269 2.680 3.787
C 1.814 2.604 5.369
C 3.770 2.033 3.660
N 1.694 -0.460 0.562
C 3.123 -0.649 1.013
C 4.130 -0.079 -0.158
C 5.600 0.346 0.453
C 6.752 0.086 -0.689
O 6.965 1.380 -1.379
C 1.395 -0.979 -0.861
C 1.265 -2.626 -1.129
C 0.989 -2.936 -2.737
C 0.818 -1.829 -3.916
N 0.951 -0.378 -3.603
C 1.237 -0.040 -2.181
H -6.913 -3.168 1.895
H -5.412 -1.937 1.674
H -6.802 -1.945 0.353
H -5.771 -3.880 -0.854
H -5.333 -4.728 0.833
H -3.179 -3.997 -0.430
H -3.336 -3.115 1.253
H -3.925 -2.002 -1.789
H -4.185 -0.862 -0.198
H -1.505 -2.607 -0.840
H -1.586 -0.863 -1.589
H -2.576 -0.845 1.413
H -0.999 -1.877 1.363
H -1.028 1.187 -1.124
H -0.282 2.244 0.245
H -3.143 1.385 1.166
H -2.335 3.093 0.967
H -4.502 2.470 -0.844
H -3.165 1.419 -1.685
H -2.954 4.648 -1.129
H -1.450 3.566 -1.705
H -2.936 3.759 -2.858
H 1.435 2.463 1.656
H 0.122 2.559 3.021
H 2.384 3.840 3.530
H 1.907 1.497 5.780
H 0.767 3.098 5.584
H 2.603 3.242 5.989
H 4.596 2.660 4.232
H 3.816 0.910 4.060
H 4.158 1.964 2.536
H 3.305 -1.826 1.061
H 3.388 -0.223 2.066
H 4.313 -0.995 -0.899
H 3.629 0.810 -0.761
H 5.846 -0.266 1.447
H 5.550 1.477 0.769
H 6.390 -0.683 -1.523
H 7.719 -0.363 -0.206
H 6.114 1.631 -1.881
H 1.387 -3.438 -0.297
H 0.907 -4.079 -3.059
H 0.588 -2.204 -5.021
H 1.373 1.128 -1.964
O -3.541 -0.570 -6.868
S -2.252 -0.643 -6.156
O -2.403 -0.068 -4.807
O -1.234 0.117 -6.903
O -1.831 -2.052 -6.045
```

Mulliken population analysis, charges in e, atoms 1 to 2: C -0.79; C -0.41

---

No. 4
Computed, not measured: C20H33N3O4S in the gas phase, with ωB97M-V/def2-TZVPD.

- SMILES string = CCNS(=O)(=O)CC(=O)N(C)C[C@H](C)NC(=O)C[C@H](C)c1ccc(CC)cc1
- total energy (eV) = -44772.7711

The geometry in XYZ format:
```
61
C20H33N3O4S ωB97M-V/def2-TZVPD
C 4.739 -1.036 -1.629
C 3.802 -0.947 -0.437
N 4.419 -0.350 0.750
S 4.412 1.245 1.024
O 5.565 1.541 1.823
O 4.155 1.946 -0.204
C 2.986 1.510 2.070
C 1.693 1.093 1.388
O 1.254 -0.030 1.594
N 1.081 1.959 0.547
C 1.486 3.327 0.269
C -0.101 1.475 -0.156
C 0.249 0.543 -1.315
C 1.122 1.203 -2.373
N -1.005 0.064 -1.882
C -1.068 -1.159 -2.475
O -0.070 -1.808 -2.740
C -2.465 -1.693 -2.715
C -2.903 -2.603 -1.550
C -4.260 -3.233 -1.853
C -2.883 -1.838 -0.243
C -3.840 -0.870 0.049
C -3.767 -0.127 1.220
C -2.738 -0.326 2.135
C -2.633 0.505 3.388
C -1.636 1.656 3.235
C -1.779 -1.290 1.839
C -1.851 -2.032 0.670
H 4.225 -1.500 -2.471
H 5.072 -0.042 -1.926
H 5.616 -1.641 -1.392
H 2.928 -0.349 -0.685
H 3.429 -1.930 -0.147
H 5.226 -0.804 1.154
H 3.120 0.872 2.939
H 3.029 2.555 2.371
H 2.386 3.595 0.807
H 1.700 3.451 -0.792
H 0.683 4.012 0.552
H -0.743 0.940 0.546
H -0.641 2.349 -0.531
H 0.769 -0.324 -0.902
H 2.081 1.511 -1.949
H 1.315 0.496 -3.178
H 0.622 2.080 -2.792
H -1.865 0.427 -1.501
H -3.182 -0.876 -2.834
H -2.442 -2.272 -3.639
H -2.160 -3.401 -1.474
H -4.583 -3.874 -1.032
H -5.027 -2.472 -2.006
H -4.207 -3.836 -2.760
H -4.660 -0.693 -0.638
H -4.531 0.614 1.432
H -3.617 0.901 3.646
H -2.321 -0.132 4.219
H -1.569 2.244 4.151
H -0.643 1.269 3.001
H -1.938 2.323 2.424
H -0.952 -1.450 2.521
H -1.083 -2.767 0.455
```

Mulliken population analysis, charges in e, atoms 1 to 2: C -1.28; C 0.28